Formula: C16H42O10P3
Source: OMol25
Level of theory: ωB97M-V/def2-TZVPD

Geometry as XYZ:
```
71
Properties=species:S:1:pos:R:3:forces:R:3:lowdin_charge:R:1
C -1.98582 4.42723 0.03060 -0.569 -0.614 -1.236 -0.1118
C -2.37011 3.35305 -1.02434 0.344 -0.267 0.780 -0.2693
C -2.01097 1.92453 -0.54534 0.166 0.211 -0.107 -0.2177
C -0.55840 1.50529 -0.87954 -0.212 -0.122 -0.592 -0.2035
C -0.47202 0.31620 -1.87217 0.090 0.331 0.706 -0.2062
C -1.20943 -0.95069 -1.36825 0.533 -0.236 -0.443 -0.2038
C -0.25987 -2.04828 -0.78502 -1.080 0.068 -0.099 -0.2637
C -0.51636 -2.39394 0.69643 0.191 -0.582 -0.005 -0.3122
P 0.88204 -1.84602 1.87683 0.285 1.583 -2.151 0.4697
O -0.16073 -2.01997 3.27579 0.594 -0.220 0.550 -0.3785
C 0.15353 -3.22239 3.98945 -0.068 0.314 -1.012 -0.2637
C 1.61574 -3.52319 3.56033 -1.179 -0.188 0.790 -0.3373
O 1.55331 -3.44505 2.16626 0.418 0.364 1.114 -0.3428
H -0.95926 4.25988 0.35124 -0.071 0.201 0.260 0.0523
H -2.09278 5.40445 -0.45157 0.128 0.104 0.373 0.0588
H -2.69551 4.34042 0.85481 0.301 0.153 0.223 0.0657
H -1.83552 3.56751 -1.95641 -0.160 -0.104 -0.044 0.0940
H -3.44592 3.37484 -1.22543 0.064 0.266 -0.063 0.0892
H -2.73094 1.23469 -0.99689 0.212 -0.090 0.014 0.0935
H -2.15028 1.84327 0.53887 -0.177 0.128 -0.089 0.1078
H 0.01592 1.23171 0.00913 -0.206 0.028 0.057 0.0837
H -0.05962 2.37532 -1.32867 0.100 -0.103 0.100 0.0978
H -0.80269 0.61892 -2.87345 -0.235 0.023 0.157 0.0977
H 0.59767 0.09402 -1.98060 -0.131 -0.126 -0.082 0.0895
H -1.74970 -1.35742 -2.23080 0.026 -0.122 0.170 0.0855
H -1.96265 -0.72959 -0.60876 0.076 0.276 -0.097 0.0825
H 0.76884 -1.73485 -0.99091 0.078 -0.168 0.331 0.0538
H -0.45505 -2.95312 -1.36601 0.314 0.074 -0.077 0.0764
H -1.42841 -1.89633 1.04745 0.176 -0.004 0.019 0.0585
H -0.70680 -3.47468 0.78126 0.117 0.145 0.079 0.0631
H 1.93323 -1.15748 2.62592 -0.038 -0.598 0.665 -0.0283
H 0.41510 -0.47660 1.59472 -0.122 -0.008 0.231 -0.0226
H 1.83896 -1.76353 0.76854 -0.327 0.150 -0.206 -0.0237
H -0.00165 -3.08358 5.06619 0.088 0.014 -0.031 0.0948
H -0.55773 -3.95627 3.58108 0.308 -0.472 0.456 0.1006
H 2.06177 -4.45247 3.92820 -0.319 -0.225 -0.198 0.0998
H 2.17662 -2.70393 4.03930 0.381 -0.019 -0.367 0.0794
C -1.24883 2.29092 5.31077 -0.118 -0.203 0.158 -0.0943
O -0.97917 2.92363 4.05936 0.181 0.313 -0.273 -0.2124
P 0.27526 3.89808 3.91530 0.217 -0.336 -0.311 0.3501
O 0.44009 4.42178 2.55548 -0.334 -0.065 0.388 -0.2228
O 1.49932 3.07494 4.49298 -0.258 0.659 0.248 -0.2253
C 1.80990 1.84900 3.80523 -0.015 -0.578 -0.148 -0.0816
O 0.07571 4.99176 5.05896 0.241 -0.256 0.026 -0.2190
C -0.72405 6.13044 4.74021 -0.123 0.219 -0.021 -0.1024
H -1.40835 1.22924 5.12743 0.016 0.030 -0.082 0.0953
H -0.42594 2.40650 6.01684 0.025 0.044 -0.052 0.0849
H -2.15316 2.72264 5.74098 0.026 0.034 -0.025 0.0852
H 1.34830 1.80832 2.81860 0.028 -0.012 0.007 0.0795
H 1.44467 1.01063 4.39742 -0.009 -0.016 -0.074 0.0878
H 2.88856 1.76720 3.69963 -0.017 0.148 0.050 0.0893
H -1.33120 6.37425 5.61128 0.063 -0.082 0.040 0.0842
H -1.38321 5.94274 3.89198 0.062 -0.019 -0.020 0.0843
H -0.07619 6.97572 4.50963 0.000 -0.043 -0.057 0.0879
C 1.90469 -1.76051 -6.85630 0.092 0.051 -0.151 -0.1054
O 0.91584 -1.79260 -5.82916 -0.142 -0.088 0.252 -0.2130
P 0.68022 -3.14173 -5.00235 -0.003 -0.014 0.552 0.3618
O -0.33197 -3.01056 -3.95448 0.105 0.188 -0.654 -0.1975
O 2.12720 -3.57158 -4.50891 -0.299 -0.225 -0.500 -0.2192
C 2.80535 -2.66898 -3.62276 0.170 0.248 0.194 -0.0732
O 0.40013 -4.24665 -6.11567 0.386 0.076 0.162 -0.2178
C -0.95017 -4.40179 -6.55696 -0.258 -0.089 -0.097 -0.0986
H 2.52392 -0.87638 -6.70858 -0.058 0.011 0.031 0.0889
H 2.54383 -2.64399 -6.84201 -0.042 -0.015 0.039 0.0847
H 1.41081 -1.69302 -7.82587 -0.008 -0.017 0.018 0.0865
H 2.11928 -1.95552 -3.16454 -0.039 -0.087 0.028 0.0794
H 3.57135 -2.12870 -4.18256 -0.050 -0.023 -0.024 0.0856
H 3.28035 -3.25193 -2.83817 -0.090 -0.060 -0.023 0.0967
H -0.93868 -4.57196 -7.63287 0.116 0.001 0.026 0.0843
H -1.55334 -3.51866 -6.34515 0.034 -0.015 0.063 0.0865
H -1.39499 -5.26516 -6.06402 0.008 0.055 0.053 0.0903
```
Positions in Å, forces in eV/Å.

Properties
- Relative energy (zero: lowest compared OMol25 entry of this formula, charge and spin): 0.000 eV
- HOMO: -3.7 eV
- Total charge: -1
- LUMO level: 2.36 eV
- Kohn-Sham gap: 6.0143 eV


Formula: C16H43ClCrO6Si2
Source: OMol25
Level of theory: ωB97M-V/def2-TZVPD

Geometry as XYZ:
```
69
Properties=species:S:1:pos:R:3:forces:R:3:lowdin_charge:R:1
O -1.89642 -1.85762 -0.19703 -0.103 -1.495 0.114 -0.1353
O -3.12998 -1.50058 -2.22567 0.026 0.050 -0.833 -0.1524
C -0.61734 -2.56324 -0.56436 -0.537 0.261 -0.163 -0.1538
C 0.26194 -2.93750 0.59470 0.324 -0.254 0.411 -0.0570
H -0.12462 -1.85922 -1.24240 -0.138 -0.032 0.240 0.1154
H -0.90943 -3.46270 -1.10996 -0.022 0.011 -0.132 0.1261
H 0.38788 -2.15053 1.34120 -0.024 0.161 -0.228 0.0842
H 1.25047 -3.19873 0.19792 -0.125 0.282 -0.040 0.1007
H -0.06127 -3.84931 1.10338 -0.192 0.120 -0.038 0.0778
C -2.67699 -2.46004 0.93301 0.733 0.556 -0.053 -0.1599
C -3.94460 -3.10677 0.47111 -0.555 -0.569 -0.033 -0.0611
H -2.83631 -1.62530 1.61826 0.027 -0.096 -0.123 0.1149
H -2.03610 -3.19525 1.41578 -0.003 0.187 0.004 0.1147
H -4.56416 -2.48458 -0.18102 0.115 -0.059 0.202 0.0722
H -4.53197 -3.36045 1.36390 0.069 0.160 -0.185 0.1003
H -3.76517 -4.05844 -0.03678 0.086 0.120 -0.105 0.0890
C -3.65100 -0.14597 -2.09849 -0.447 0.120 -0.466 -0.1867
C -2.53454 -1.73249 -3.54184 0.222 -0.009 -0.314 -0.1995
C -3.72199 0.27173 -0.66934 -0.139 0.650 0.646 -0.0490
H -4.64477 -0.17207 -2.56583 0.195 0.018 0.079 0.1372
H -3.01589 0.53586 -2.67598 -0.022 -0.176 0.179 0.1130
H -4.13570 -0.49409 -0.00956 0.050 0.108 -0.167 0.0694
H -4.42876 1.10594 -0.61831 0.202 0.041 0.055 0.1047
H -2.75476 0.60706 -0.27391 -0.267 -0.166 -0.064 0.0728
C -3.05162 -3.00967 -4.14764 -0.329 -0.412 0.300 -0.0580
H -1.44297 -1.75203 -3.43883 -0.189 0.102 0.107 0.1266
H -2.80032 -0.89001 -4.19112 0.072 -0.080 0.347 0.1279
H -2.76713 -3.85823 -3.51930 -0.023 -0.045 -0.166 0.0784
H -2.66742 -3.17360 -5.16016 0.086 0.147 0.252 0.0909
H -4.14448 -2.99055 -4.20607 0.135 0.022 0.000 0.0873
H -2.57646 -1.84984 -1.16565 1.019 0.640 0.316 0.0896
Cr 1.33814 1.64674 1.58076 2.608 2.597 1.822 0.4060
C 0.50058 1.24053 -0.00462 -1.847 -1.931 -4.345 -0.4179
Si 1.12529 1.92402 -1.60908 -0.526 -0.945 1.699 0.4151
H -0.58459 1.42366 0.04297 -0.032 0.065 -0.001 -0.0021
H 0.58599 0.13138 -0.12952 -0.087 0.253 0.188 0.0157
C 2.17242 0.65996 -2.52189 0.241 0.307 -0.160 -0.1837
C 2.01986 3.45258 -1.02013 0.374 0.540 -0.755 -0.1851
C -0.39682 2.15329 -2.68780 -0.064 0.565 -0.490 -0.1925
C 3.00761 0.58925 1.39819 1.354 -0.438 -0.385 -0.3660
Si 3.85318 1.44460 2.82186 -0.342 -0.891 -1.514 0.3899
H 3.55825 0.64260 0.44141 0.071 0.050 0.401 -0.0054
H 2.72269 -0.46921 1.54508 0.130 0.227 0.178 0.0018
C 4.87553 2.85396 2.13520 0.302 0.393 0.068 -0.1844
C 4.94190 0.23861 3.74002 0.368 -0.113 0.644 -0.1883
C 2.53346 2.17307 3.97203 0.150 0.003 0.429 -0.1946
H -0.21012 2.95706 -3.41265 -0.389 -0.146 -0.102 0.0231
H -1.26773 2.40617 -2.06626 0.240 0.114 -0.172 0.0213
H -0.63202 1.22868 -3.23794 0.157 0.186 0.084 0.0109
H 3.04671 0.35468 -1.93807 -0.094 0.020 -0.125 0.0220
H 2.50182 1.10251 -3.47003 0.131 -0.252 0.011 0.0247
H 1.56349 -0.22661 -2.74735 0.113 0.152 0.046 0.0122
H 2.38874 3.30515 0.02520 -0.225 0.012 -0.897 0.0037
H 1.31672 4.29879 -1.03810 0.250 -0.050 0.095 0.0339
H 2.85010 3.67193 -1.70490 0.035 0.341 0.273 0.0243
H 5.11608 -0.65772 3.13351 -0.087 0.229 0.064 0.0258
H 4.49333 -0.07887 4.68806 0.088 -0.032 -0.044 0.0237
H 5.91723 0.68497 3.96548 -0.060 -0.096 0.093 0.0183
H 1.90129 1.42175 4.45999 0.058 0.096 -0.138 0.0346
H 1.89431 2.97419 3.56096 0.167 -0.197 0.033 0.0319
H 3.12194 2.64135 4.76906 -0.143 0.147 0.049 0.0414
H 5.85179 2.89878 2.63534 -0.111 0.083 -0.099 0.0209
H 4.38881 3.82869 2.27010 0.084 -0.156 -0.065 0.0290
H 5.05407 2.70883 1.06258 -0.050 0.019 0.196 0.0286
O -2.00880 0.60821 2.17664 -0.165 0.203 0.159 -0.3091
Cl -0.85938 1.11602 2.85901 1.483 -0.486 -0.165 0.7636
O -1.04100 1.20294 4.26800 -0.285 0.136 -0.315 -0.2738
O 0.33184 0.22517 2.55394 -2.818 -0.511 1.856 -0.4159
O -0.44081 2.44054 2.28293 -1.325 -0.855 1.243 -0.3841
```
Positions in Å, forces in eV/Å.

Properties
- Multiplicity: 5
- Relative energy (zero: lowest compared OMol25 entry of this formula, charge and spin): 3.417 eV
- HOMO (alpha / beta): -4.7 / -6.6 eV
- Expectation value of S²: 6.033
- Total charge: 0
- LUMO level (alpha / beta): -0.04 / -0.04 eV
- Kohn-Sham gap (alpha / beta): 4.7051 / 6.5993 eV


What is the relative energy (zero: lowest compared OMol25 entry of this formula, charge and spin) in the second record? 3.417 eV


Which value of relative energy (zero: lowest compared OMol25 entry of this formula, charge and spin) does entry 2 give? 3.417 eV


Among the records above, which one has the highest total charge? C16H43ClCrO6Si2


Number 2 is which compound? C16H43ClCrO6Si2